No. 1
The following is a DFT calculation (the ωB97M-V functional and the def2-TZVPD basis) of a 5-piece molecular cluster, C5H20NO5 overall.

- energy (hartree) = -633.2465
- energy relative to the best compared isomer or geometry (same formula, charge and spin) (kcal per mole) = 0.00
- total charge = +1
- gap between HOMO and LUMO (eV) = 10.132

Last columns: bonded neighbours and bond lengths (Å).
Element x y z (Å)
1 C -1.90 1.61 -1.66  O2 1.442, C3 1.525, H8 1.081, H9 1.087
2 O -2.42 0.79 -0.59  C1 1.442, H10 0.967
3 C -1.03 2.74 -1.12  C1 1.525, C4 1.536, H11 1.094, H12 1.093
4 C 0.40 2.32 -0.73  C3 1.536, C5 1.495, H13 1.091, H14 1.087
5 C 0.42 1.13 0.18  C4 1.495, C6 1.313, H15 1.073
6 C 0.70 1.17 1.46  C5 1.313, N7 1.472, H16 1.082
7 N 0.59 -0.05 2.28  C6 1.472, H17 1.076, H18 1.019, H19 1.031
8 H -1.34 0.93 -2.29  C1 1.081
9 H -2.73 2.00 -2.24  C1 1.087
10 H -3.26 1.14 -0.29  O2 0.967
11 H -0.95 3.52 -1.88  C3 1.094
12 H -1.56 3.19 -0.27  C3 1.093
13 H 0.95 2.06 -1.63  C4 1.091
14 H 0.90 3.17 -0.28  C4 1.087
15 H 0.14 0.21 -0.30  C5 1.073
16 H 1.01 2.06 1.99  C6 1.082
17 H -0.17 -0.71 1.89  N7 1.076
18 H 0.36 0.20 3.24  N7 1.019
19 H 1.47 -0.59 2.28  N7 1.031
20 H 2.81 -2.80 2.44  O22 0.981
21 H 3.55 -1.87 1.47  O22 0.968
22 O 2.66 -2.10 1.77  H20 0.981, H21 0.968
23 H 0.55 -1.63 -1.87  O25 0.981
24 H 0.65 -1.19 -3.36  O25 0.964
25 O 0.40 -0.88 -2.48  H23 0.981, H24 0.964
26 H 0.61 -3.80 -0.67  O28 0.963
27 H 1.49 -2.79 0.15  O28 0.968
28 O 0.72 -2.88 -0.44  H26 0.963, H27 0.968
29 H -0.70 -2.12 0.45  O31 0.970
30 H -1.76 -1.02 0.58  O31 0.964
31 O -1.22 -1.63 1.10  H29 0.970, H30 0.964

Partial atomic charges computed with the Löwdin method, in multiples of e:
1. C -0.23
2. O -0.09
3. C -0.16
4. C -0.17
5. C -0.08
6. C -0.08
7. N 0.16
8. H 0.10
9. H 0.12
10. H 0.10
11. H 0.12
12. H 0.12
13. H 0.12
14. H 0.12
15. H 0.09
16. H 0.13
17. H 0.10
18. H 0.16
19. H 0.11
20. H 0.10
21. H 0.08
22. O -0.05
23. H 0.00
24. H 0.05
25. O -0.06
26. H 0.09
27. H 0.04
28. O -0.04
29. H 0.03
30. H 0.05
31. O -0.03

No. 2
The following is a DFT calculation (the ωB97M-V functional and the def2-TZVPD basis) of one molecule with the formula C16H11NO in a non-equilibrium geometry.

- energy (hartree) = -746.1700
- gap between HOMO and LUMO (eV) = 8.574
- SMILES = C#C[C@@]1(O)c2ccccc2C=Cc2ncccc21

Last columns: bonded neighbours and bond lengths (Å).
Element x y z (Å)
1 C 0.07 2.41 2.31  C2 1.171, H19 1.082
2 C 0.45 1.51 1.66  C1 1.171, C18 1.483
3 N -1.12 1.57 -2.51  C7 1.372, C8 1.318
4 O 2.26 0.45 0.88  C18 1.442, H20 0.926
5 C -2.04 0.76 -0.51  C6 1.378, C8 1.496, H21 1.061
6 C -2.16 -0.28 0.39  C5 1.378, C15 1.427, H22 1.186
7 C -0.05 2.03 -3.23  N3 1.372, C9 1.432, H23 1.108
8 C -0.83 1.13 -1.30  N3 1.318, C5 1.496, C16 1.492
9 C 1.31 2.05 -2.78  C7 1.432, C13 1.376, H24 1.041
10 C -0.68 -3.48 1.29  C11 1.400, C12 1.368, H25 1.164
11 C 0.69 -3.22 1.36  C10 1.400, C14 1.367, H26 1.110
12 C -1.55 -2.49 0.91  C10 1.368, C15 1.396, H27 1.129
13 C 1.61 1.58 -1.53  C9 1.376, C16 1.389, H28 1.073
14 C 1.19 -1.98 1.08  C11 1.367, C17 1.443, H29 1.068
15 C -1.11 -1.18 0.76  C6 1.427, C12 1.396, C17 1.459
16 C 0.56 1.09 -0.76  C8 1.492, C13 1.389, C18 1.514
17 C 0.32 -0.87 0.81  C14 1.443, C15 1.459, C18 1.509
18 C 0.84 0.53 0.62  C2 1.483, O4 1.442, C16 1.514, C17 1.509
19 H -0.39 3.14 2.97  C1 1.082
20 H 2.54 1.29 1.14  O4 0.926
21 H -2.98 1.17 -0.79  C5 1.061
22 H -3.23 -0.44 0.87  C6 1.186
23 H -0.23 2.38 -4.26  C7 1.108
24 H 2.01 2.60 -3.32  C9 1.041
25 H -1.04 -4.57 1.51  C10 1.164
26 H 1.29 -4.10 1.69  C11 1.110
27 H -2.62 -2.77 0.65  C12 1.129
28 H 2.63 1.56 -1.19  C13 1.073
29 H 2.24 -1.88 1.28  C14 1.068

Partial atomic charges computed with the Löwdin method, in multiples of e:
1. C 0.15
2. C -0.05
3. N 0.10
4. O -0.01
5. C 0.00
6. C -0.06
7. C -0.10
8. C -0.19
9. C -0.05
10. C -0.10
11. C -0.10
12. C -0.07
13. C -0.02
14. C -0.01
15. C -0.18
16. C -0.04
17. C -0.02
18. C -0.41
19. H 0.05
20. H 0.07
21. H 0.09
22. H 0.15
23. H 0.11
24. H 0.08
25. H 0.14
26. H 0.11
27. H 0.13
28. H 0.11
29. H 0.10

Looking at highest occupied orbital energy for the records above, in order, we have -13.09 -8.39 eV.